DFT (wB97M-V/def2-TZVPD) results for a structure of composition C3H4AlLiO3.

Computed properties:
spin multiplicity = 1
electronic energy = -591.77911 hartree
molar mass = 122.0 g/mol
E_LUMO = -9.289 eV
strongest force on any atom = 7.8 eV/Å
gap between HOMO and LUMO = 0.340 Eh
HOMO level = -0.6818 hartree
total charge = +2

Each line ends with the Mulliken charge.
Cartesian coordinates (Å):
O: 2.0434 1.1527 -0.0313  -0.2248
C: 1.0490 0.4112 0.0611  1.0782
C: -2.4635 0.7517 -0.0444  -0.8049
O: 1.1590 -0.8559 0.1671  -0.2274
O: -0.1279 0.9407 -0.2340  -0.1689
C: -1.2551 0.2527 0.2204  -0.0672
H: -3.3267 0.2683 0.4154  0.2609
H: -2.6155 1.5175 -0.8069  0.3165
H: -1.1256 -0.5414 0.9593  0.5183
H: 4.1252 -1.2574 -0.5083  0.0817
Li: -0.2698 -2.1214 0.0659  0.9984
Al: 2.8075 -0.5186 -0.2644  0.2393